(1)
A molecular structure, C30H45AlO16 at a distorted geometry, computed with wB97M-V/def2-TZVPD.

The HOMO energy comes out at -14.2 eV. The spin multiplicity is 1. The total energy comes out at -71176.194 eV. The net charge is +2.

Structure (XYZ):
```
92
C30H45AlO16, DFT wB97M-V/def2-TZVPD
Al 3.892 -2.062 0.866
O 3.318 3.867 -3.428
O 2.429 2.087 3.650
O 1.764 -3.012 2.110
O 1.533 -3.753 4.175
O 2.569 -0.061 3.134
O 2.761 -0.422 -6.273
O 3.286 6.093 -3.452
O -4.667 3.138 -1.935
O -3.312 0.421 3.500
O 0.054 -2.738 -1.656
O 1.204 -0.654 0.767
O 4.992 -0.618 -6.273
O -2.294 -0.413 1.698
O -5.006 3.879 0.122
O 2.075 -3.394 -0.972
O 2.570 -0.369 -0.952
C -3.366 -0.284 2.537
C -4.269 3.271 -0.811
C 3.102 5.076 -2.865
C 1.065 -3.149 3.100
C -0.704 -4.680 -2.795
C -2.637 -1.266 0.599
C 0.631 -4.971 -2.128
C 0.378 1.054 3.382
C 0.549 -3.816 5.243
C 2.286 -1.342 -4.204
C 1.407 3.108 3.539
C -4.303 3.985 1.381
C 2.627 4.911 -1.410
C 3.014 2.814 -2.526
C -2.963 2.777 -0.240
C 2.155 3.465 -1.418
C 3.768 -0.894 -4.203
C -0.771 -3.436 4.576
C 0.152 2.415 4.051
C 1.040 -3.627 -1.548
C -4.163 -1.103 0.524
C -1.163 -3.362 -2.146
C 1.648 -0.590 -5.379
C 1.464 -0.232 -0.395
C 1.865 0.886 3.387
C -4.618 -0.967 1.972
C -2.861 3.565 1.090
C 0.348 0.468 -1.139
C -0.318 -2.627 3.351
C 3.939 -0.666 -5.713
H -4.361 5.020 1.705
H -2.415 -2.324 0.767
H 2.204 -2.408 -4.425
H 1.744 -1.150 -3.279
H 2.372 2.880 -0.519
H -1.854 -3.465 -1.312
H 1.319 3.339 2.477
H 1.372 -5.355 -2.829
H -0.088 0.909 2.398
H 0.750 -5.605 -1.246
H 3.475 5.062 -0.744
H -4.768 3.312 2.098
H -4.478 -0.191 0.007
H -4.643 -1.842 -0.120
H -2.223 4.414 0.846
H 3.793 0.067 -3.688
H 0.835 1.217 -1.766
H -1.507 -2.841 5.115
H 1.212 0.373 -5.122
H 0.574 -4.824 5.638
H -2.029 2.903 -0.782
H -2.417 2.920 1.847
H 0.790 -3.076 6.005
H 0.180 2.140 5.107
H -1.448 -5.470 -2.695
H -0.234 -0.163 -1.804
H -0.280 1.105 -0.518
H -0.126 0.190 3.813
H -4.667 -1.869 2.587
H 1.852 5.653 -1.244
H 1.004 -1.270 -5.932
H 2.511 2.031 -3.097
H -0.271 -1.585 3.649
H 3.943 2.405 -2.118
H 1.716 3.944 4.158
H -2.071 -0.904 -0.256
H -0.929 -2.723 2.459
H -0.684 -4.500 -3.868
H -0.829 2.819 3.822
H 4.448 -1.622 -3.778
H -5.454 -0.291 2.098
H -3.009 1.697 -0.064
H -1.343 -4.327 4.307
H -1.533 -2.699 -2.925
H 1.102 3.332 -1.663
```

(2)
3 unconnected molecules or ions with the total composition C7H16N2 at a distorted geometry, computed with wB97M-V/def2-TZVPD.

The HOMO energy (spin up / spin down) comes out at -5.7 / -6.2 eV. The spin multiplicity is 1. The total energy comes out at -10492.603 eV.

Structure (XYZ):
```
25
C7H16N2, DFT wB97M-V/def2-TZVPD
N 2.627 -2.651 0.965
N 1.019 0.200 -2.246
C -2.610 0.616 -0.747
C 2.466 -1.859 -0.183
C -1.488 2.388 0.700
C 0.704 -0.032 -0.977
C -1.438 1.511 -0.507
C 0.418 -0.250 0.181
C 0.044 -0.492 1.560
H -2.786 -0.062 0.100
H 0.582 -1.351 1.971
H 3.261 -1.140 -0.344
H -1.006 1.964 -1.394
H 2.890 -2.151 1.803
H -1.029 -0.683 1.639
H 2.158 -2.411 -1.064
H 0.781 -0.494 -2.937
H 1.875 -3.299 1.154
H -1.674 1.812 1.616
H -2.478 -0.001 -1.639
H -3.560 1.172 -0.879
H -0.558 2.947 0.842
H 0.268 0.382 2.175
H 1.839 0.750 -2.447
H -2.305 3.135 0.655
```

(3)
A single C16H23NO4S molecule at a distorted geometry, computed with wB97M-V/def2-TZVPD.

The HOMO energy comes out at -9.2 eV. The spin multiplicity is 1. The total energy comes out at -37480.104 eV.

Structure (XYZ):
```
45
C16H23NO4S, DFT wB97M-V/def2-TZVPD
S 2.895 -0.646 3.646
O -1.928 -1.157 1.893
O -2.999 -1.201 -0.114
O 2.341 0.715 3.531
O 4.358 -0.655 3.560
N -0.800 -1.787 -0.013
C 2.820 -2.885 1.943
C 0.541 5.006 -1.400
C 0.964 -1.406 1.662
C -1.683 2.033 -2.761
C -1.906 -1.332 0.669
C -0.641 3.993 -1.416
C 2.170 -1.734 2.309
C 0.449 -2.130 0.590
C -1.795 0.895 -1.772
C 1.226 -3.246 0.166
C -0.478 2.944 -2.521
C 2.409 -3.646 0.849
C -2.738 -0.249 -2.280
C -2.644 -1.550 -1.462
C 2.328 -1.376 5.180
C -1.198 -2.099 -1.368
H 0.345 5.814 -0.671
H 0.437 -0.523 2.053
H -0.716 3.421 -0.462
H -0.535 -1.658 -2.141
H -2.597 2.668 -2.746
H 0.406 2.369 -2.197
H 1.213 -1.281 5.239
H 1.442 4.504 -1.111
H -3.326 -2.309 -1.875
H 3.723 -3.154 2.484
H 2.662 -2.413 5.270
H -1.227 -3.195 -1.531
H 0.801 -3.866 -0.646
H -1.581 1.603 -3.783
H -2.214 1.287 -0.846
H -2.539 -0.512 -3.320
H -0.815 0.463 -1.539
H -3.772 0.098 -2.174
H 2.733 -0.799 6.017
H -0.246 3.443 -3.459
H 0.646 5.508 -2.371
H 3.032 -4.491 0.482
H -1.567 4.538 -1.562
```

(4)
A molecular structure, C9H40BCuN18O9 at a distorted geometry, computed with wB97M-V/def2-TZVPD.

The HOMO energy (spin up / spin down) comes out at -10.8 / -10.8 eV. The spin multiplicity is 2. The total energy comes out at -100541.813 eV. The net charge is +1.

Structure (XYZ):
```
78
C9H40BCuN18O9, DFT wB97M-V/def2-TZVPD
Cu -2.840 -0.177 -0.609
O 3.168 1.246 -0.579
O -0.177 0.376 3.981
O -2.899 1.883 -0.002
O -0.554 3.560 -2.346
O 4.588 -0.899 2.677
O -2.851 -2.438 -1.414
O -1.537 0.145 -2.612
O 2.020 3.688 1.156
O 0.725 -4.667 -1.931
N -2.329 4.049 0.198
N -4.190 -4.018 -2.267
N 2.130 3.119 3.319
N -1.874 -0.511 -4.763
N 4.731 -0.364 -0.863
N 0.894 -2.422 -2.082
N -0.390 -1.128 5.630
N 0.722 2.108 2.047
N -1.282 -1.466 3.654
N 1.541 3.384 -2.805
N -4.274 3.583 0.346
N 0.628 1.956 -1.313
N -1.546 1.615 -4.268
N 0.272 -3.412 -0.222
N 2.470 -1.163 2.585
N -2.655 -3.355 -3.578
N 3.361 -0.439 4.509
N 2.877 -1.027 -0.356
C 1.634 3.080 2.102
C -1.628 0.397 -3.783
C 0.570 -3.545 -1.508
C -0.587 -0.704 4.449
C 0.515 3.012 -2.125
C 3.551 -0.787 3.230
C -3.145 3.083 0.127
C -3.188 -3.222 -2.359
C 3.547 0.088 -0.560
B -0.760 -0.733 0.382
H 0.135 -0.484 6.203
H -1.829 -0.240 -5.735
H 3.443 -1.847 -0.520
H -4.440 4.576 0.416
H 1.721 2.648 4.113
H 1.406 4.243 -3.318
H 1.399 -2.417 -2.956
H -1.122 2.358 -3.731
H 1.516 1.794 -0.860
H 0.332 2.178 1.118
H -4.904 2.851 0.642
H 4.194 -0.297 5.063
H 2.459 3.033 -2.575
H -1.313 -0.961 1.280
H -4.565 -4.448 -3.100
H 1.549 -1.146 3.000
H 3.065 3.500 3.363
H 1.915 -1.077 -0.051
H 0.204 -4.276 0.297
H -4.830 -3.865 -1.501
H -2.190 -1.435 -4.505
H -1.373 3.731 0.276
H -1.397 -1.174 2.694
H 0.481 1.417 2.743
H -1.608 -2.397 3.870
H -3.134 -3.793 -4.353
H -2.672 4.904 0.611
H 0.950 -1.601 -1.497
H 4.912 -1.321 -1.130
H -0.818 -1.982 5.959
H 0.304 -0.899 0.448
H -0.228 1.590 -0.920
H -1.038 -1.332 -0.471
H -0.988 0.302 0.181
H 5.583 0.162 -0.992
H 2.639 -1.658 1.721
H -0.078 -2.504 0.049
H 2.481 -0.286 4.981
H -1.651 -3.460 -3.614
H -1.749 1.715 -5.252
```

(5)
A single C6H10 molecule at a distorted geometry, computed with wB97M-V/def2-TZVPD.

The HOMO energy comes out at -8.9 eV. The spin multiplicity is 1. The total energy comes out at -6382.261 eV.

Structure (XYZ):
```
16
C6H10, DFT wB97M-V/def2-TZVPD
C 0.845 -0.634 0.660
C 1.976 0.327 0.289
C -0.522 -0.285 0.125
C -0.810 0.935 -0.237
C -0.950 1.928 -1.068
C -1.607 -1.329 0.106
H -0.625 1.551 -2.029
H -1.224 -2.296 -0.241
H 2.225 0.284 -0.778
H 1.099 -1.648 0.325
H 2.879 0.069 0.852
H 1.718 1.365 0.522
H -2.431 -1.028 -0.551
H -2.007 -1.461 1.115
H 0.751 -0.684 1.751
H -1.311 2.936 -0.883
```

(6)
2 unconnected molecules or ions with the total composition C4H15N5 at a distorted geometry, computed with wB97M-V/def2-TZVPD.

The HOMO energy comes out at -12.7 eV. The spin multiplicity is 1. The total energy comes out at -11824.869 eV. The net charge is +2.

Structure (XYZ):
```
24
C4H15N5, DFT wB97M-V/def2-TZVPD
N -4.174 -0.914 0.137
N -2.745 0.764 -2.121
N 12.443 -1.296 5.625
N -2.818 -0.067 -3.282
N -3.428 2.739 -3.053
C -3.027 2.046 -2.009
C -2.984 -1.189 -0.631
C -2.161 0.042 -1.011
C -4.751 0.223 0.298
H -3.642 3.714 -2.929
H -5.645 0.299 0.896
H -4.346 1.108 -0.175
H -4.582 -1.738 0.574
H -2.044 0.728 -0.171
H -2.371 -1.887 -0.055
H 13.277 -0.808 5.266
H 12.236 -0.966 6.578
H -3.614 0.200 -3.855
H -1.975 0.014 -3.849
H -3.472 2.400 -4.013
H -1.168 -0.314 -1.308
H 12.623 -2.309 5.645
H -3.273 -1.688 -1.566
H 11.642 -1.099 5.009
```

(7)
21 unconnected molecules or ions with the total composition H41O21 at a distorted geometry, computed with wB97M-V/def2-TZVPD.

The HOMO energy comes out at -7.5 eV. The spin multiplicity is 1. The total energy comes out at -43662.215 eV. The net charge is -1.

Structure (XYZ):
```
62
H41O21, DFT wB97M-V/def2-TZVPD
O -0.546 -1.922 2.975
O -2.336 -3.920 -0.117
O 1.426 4.862 -1.839
O -1.001 3.260 -4.025
O 3.225 -3.164 -2.280
O -0.861 1.353 3.962
O 3.289 2.555 2.745
O 3.034 2.395 -0.471
O 1.392 -1.465 0.993
O -2.626 3.555 -1.443
O -0.932 -3.887 -2.875
O -3.175 3.672 2.454
O 1.349 -3.925 2.118
O 0.686 -1.540 -3.408
O 0.890 3.417 0.661
O 1.066 0.939 -3.430
O -3.350 -2.686 -2.960
O -0.112 -2.617 -0.676
O 2.086 0.144 2.785
O -0.383 1.077 1.388
O -3.478 -1.943 3.386
H -0.902 1.704 3.040
H 0.765 0.042 -3.434
H 0.177 0.416 1.012
H -1.425 2.451 -4.184
H -2.234 3.463 2.730
H 1.808 4.304 -1.217
H -1.451 -4.221 -0.228
H -2.454 -2.731 -2.753
H 3.303 -3.122 -1.263
H 3.266 3.140 0.091
H -3.404 2.968 1.817
H -0.082 3.436 0.625
H -4.101 -2.703 -2.370
H 0.520 -3.744 2.637
H -0.948 -2.604 -0.248
H -0.063 3.121 -4.323
H 1.382 1.222 -2.573
H 1.928 -0.307 1.838
H 1.898 -2.061 0.496
H -0.169 -3.406 -2.387
H 4.179 2.233 2.980
H -0.240 -1.889 -3.401
H 1.367 2.624 0.896
H -0.059 -1.680 2.130
H 3.003 0.198 2.998
H -0.194 1.956 0.884
H 2.655 1.836 3.075
H 3.079 1.700 0.309
H -0.779 -1.321 3.722
H 0.389 -2.101 -0.014
H -2.582 -2.298 3.212
H -3.363 -0.989 3.114
H -0.203 0.767 3.778
H -2.689 4.506 -1.101
H -2.110 3.706 -2.203
H 1.062 -1.929 -2.591
H 1.535 -2.981 2.380
H 0.965 4.249 -2.465
H -2.581 -3.468 -0.844
H 3.050 -4.110 -2.277
H -1.553 -3.397 -3.332
```

(8)
A molecular structure, C16H13AlN4O2S at a distorted geometry, computed with wB97M-V/def2-TZVPD.

The HOMO energy comes out at -13.9 eV. The spin multiplicity is 1. The total energy comes out at -44278.380 eV. The net charge is +2.

Structure (XYZ):
```
37
C16H13AlN4O2S, DFT wB97M-V/def2-TZVPD
S -2.947 -2.614 -2.633
Al 0.511 -0.762 -0.565
O -0.243 -0.628 0.967
O -1.391 -1.307 3.105
N 1.134 1.018 -0.179
N 0.515 1.545 0.855
N 2.109 -0.807 -1.668
N -0.932 -1.396 -1.676
C 3.641 -1.654 -3.286
C -0.263 0.629 1.425
C -1.103 0.976 2.518
C 4.251 -0.403 -3.379
C -2.849 1.686 4.577
C 2.573 -1.812 -2.427
C -1.755 -0.424 -2.181
C 2.711 0.419 -1.724
C -1.694 -0.030 3.338
C -1.395 2.335 2.782
C -2.270 2.679 3.778
C -2.890 -0.903 -2.741
C -2.554 0.355 4.365
C -1.453 -2.604 -1.847
C 3.787 0.635 -2.586
C 2.197 1.411 -0.808
H -0.957 -3.494 -1.500
H -1.459 0.611 -2.117
H -2.984 -0.411 4.999
H -0.923 3.078 2.162
H 2.716 2.338 -0.603
H 4.004 -2.494 -3.858
H -2.507 3.715 3.953
H 2.075 -2.768 -2.313
H -3.532 1.959 5.367
H -3.683 -0.345 -3.205
H -1.767 -1.893 3.778
H 4.244 1.613 -2.628
H 5.083 -0.254 -4.049
```

(9)
10 unconnected molecules or ions with the total composition C22H35N12 at a distorted geometry, computed with wB97M-V/def2-TZVPD.

The HOMO energy comes out at -12.7 eV. The spin multiplicity is 1. The total energy comes out at -41248.319 eV. The net charge is +1.

Structure (XYZ):
```
69
C22H35N12, DFT wB97M-V/def2-TZVPD
N 3.573 -3.344 -2.426
N -0.114 -1.481 -2.648
N 2.006 4.550 -4.652
N -3.342 -1.622 4.615
N -4.765 2.062 0.019
N -3.358 1.519 5.854
N -2.658 1.473 -4.851
N 1.368 0.304 -1.580
N 6.543 0.010 1.317
N 1.309 -1.463 2.618
N -5.911 -7.063 5.153
N 3.305 1.777 -1.159
C 3.717 3.256 -6.184
C 0.469 -0.896 -1.380
C -4.794 -4.964 4.016
C 7.660 2.109 0.181
C -5.418 -6.137 4.651
C 4.369 -2.987 -1.658
C 5.378 -2.534 -0.685
C -1.321 -1.615 2.702
C 1.114 1.485 -2.517
C 0.148 -1.530 2.655
C 2.761 3.979 -5.328
C 2.430 2.453 -2.218
C -4.210 3.000 -2.380
C -2.963 0.360 -4.701
C -3.113 1.933 4.795
C -3.319 -0.956 7.166
C -3.349 -1.048 -4.510
C -4.520 2.476 -1.040
C -3.332 -1.328 5.741
C -2.803 2.457 3.454
C 7.036 0.936 0.816
C 2.663 0.435 -0.751
H 1.129 -1.712 -0.811
H -3.694 2.857 2.960
H 5.522 -1.449 -0.727
H -4.280 -4.333 4.749
H -1.685 -2.566 2.296
H -4.053 -5.257 3.265
H -0.318 -0.762 -3.376
H 6.919 2.738 -0.324
H -3.724 0.049 7.325
H -1.792 -0.815 2.121
H -3.474 3.810 -2.337
H 2.611 3.501 -2.757
H -1.699 -1.536 3.727
H -2.304 -0.965 7.577
H -3.491 -1.562 -5.467
H 0.210 1.650 -3.255
H 8.174 2.740 0.914
H -5.535 -4.335 3.511
H -3.919 -1.646 7.769
H 3.850 3.753 -7.151
H 3.383 2.234 -6.389
H -5.102 3.400 -2.875
H 0.443 -2.282 -3.018
H 5.089 -2.782 0.342
H -2.067 3.267 3.497
H 6.353 -2.997 -0.868
H -4.287 -1.139 -3.952
H -3.798 2.223 -3.033
H 3.094 -0.337 0.050
H -2.391 1.681 2.801
H 4.186 2.174 -0.757
H 4.705 3.186 -5.717
H -2.587 -1.605 -3.954
H 8.401 1.816 -0.570
H -0.430 -0.607 -0.650
```